# 1
A single C5H7NO molecule, computed with ωB97M-V/def2-TZVPD.

```
14
Properties=species:S:1:pos:R:3:forces:R:3
C -1.7842 0.1229 0.2570 0.1 0.0 0.0
N -0.3609 -0.0035 -0.0178 0.3 0.1 0.0
C 0.3563 -1.2337 -0.3183 -0.1 0.1 0.3
C 1.7906 -0.7683 -0.2243 0.1 -0.1 -0.4
C 1.9557 0.5725 -0.0492 -0.4 -0.4 0.1
C 0.5632 0.9437 0.1030 -0.3 0.0 0.0
O 0.1475 2.1742 0.3477 0.2 0.0 0.0
H -2.1683 1.0441 -0.1899 0.1 -0.2 0.1
H -1.9684 0.1515 1.3386 0.0 0.0 -0.2
H -2.3065 -0.7341 -0.1756 0.1 0.2 0.1
H 0.0496 -2.0411 0.3545 0.1 0.1 0.0
H 0.1475 -1.5409 -1.3441 -0.1 -0.1 -0.1
H 2.5610 -1.5140 -0.4293 0.0 0.3 0.1
H 0.9715 2.6927 0.3692 -0.1 0.0 0.0
```
Forces are in eV/Å.

The calculation puts the HOMO energy at -0.28408 Ha. As for the multiplicity: 1. The energy above the lowest of the compared OMol25 structures with the same formula, charge and spin comes out at 63.6 kcal per mole. Its calculated total energy is -324.62318 hartree. The strongest force on any atom is 0.58 eV/Å. Its SMILES is CN1CC=C=C1O. The calculation puts the frontier orbital gap at 8.41 eV.



# 2
A molecular structure, C5H7NO, computed with ωB97M-V/def2-TZVPD.

```
14
Properties=species:S:1:pos:R:3:forces:R:3
C -1.1265 -0.2634 -2.3134 -0.3 0.2 -0.1
N -0.6027 -0.8702 -1.1085 0.4 0.0 -0.2
C -0.0502 -0.1959 -0.2245 -0.1 -0.4 0.0
O -0.0778 1.1698 0.0683 -0.1 0.0 -0.1
C 0.8663 0.9331 1.1347 0.3 0.2 0.2
C 0.3027 -0.0001 2.1488 -0.1 0.1 0.3
C 0.8967 -0.5414 0.8725 0.0 -0.2 -0.1
H -0.3665 -0.5055 -3.0535 -0.1 0.2 -0.4
H -2.0543 -0.7400 -2.6361 0.1 -0.1 0.2
H -1.3050 0.8234 -2.2941 0.2 -0.2 0.2
H 1.6493 1.6662 1.2687 0.0 -0.1 0.0
H -0.7712 -0.0569 2.3058 0.2 0.1 0.0
H 0.9194 -0.1760 3.0233 -0.1 0.1 0.0
H 1.7199 -1.2429 0.8081 -0.2 0.1 0.0
```
Forces are in eV/Å.

The calculation puts the HOMO energy at -0.34249 Ha. As for the multiplicity: 1. The energy above the lowest of the compared OMol25 structures with the same formula, charge and spin comes out at 62.8 kcal per mole. Its calculated total energy is -324.62441 hartree. The strongest force on any atom is 0.48 eV/Å. The calculation puts the frontier orbital gap at 10.40 eV.



# 3
A single C5H7NO molecule, computed with ωB97M-V/def2-TZVPD.

```
14
Properties=species:S:1:pos:R:3:forces:R:3
C 0.2053 -1.8555 0.3733 0.0 -0.1 0.0
N 0.2252 -0.4244 0.1585 -0.1 0.2 0.0
C 1.3484 0.3813 0.1227 0.0 0.1 -0.1
C 0.9472 1.6526 -0.1863 0.0 0.0 -0.3
C -0.4656 1.6309 -0.4043 -0.1 -0.2 -0.1
C -0.8625 0.3424 -0.1357 0.3 -0.1 -0.1
O -2.0679 -0.2885 -0.1022 -0.1 0.1 -0.2
H -0.3241 -2.3658 -0.4381 0.1 0.1 0.1
H -0.2731 -2.1148 1.3228 0.1 0.1 -0.1
H 1.2402 -2.2040 0.3871 -0.2 0.0 0.0
H 2.3333 -0.0583 0.2185 -0.2 0.2 0.2
H 1.5731 2.5304 -0.2705 0.0 -0.2 -0.1
H -1.0592 2.3964 -0.8906 0.0 0.0 0.5
H -2.7709 0.3698 -0.1487 0.1 -0.1 0.0
```
Forces are in eV/Å.

The calculation puts the HOMO energy at -0.28112 Ha. As for the multiplicity: 1. The energy above the lowest of the compared OMol25 structures with the same formula, charge and spin comes out at 16.8 kcal per mole. Its calculated total energy is -324.69767 hartree. The strongest force on any atom is 0.51 eV/Å. Its SMILES is Cn1cccc1O. The calculation puts the frontier orbital gap at 8.44 eV.



# 4
A single C5H7NO molecule, computed with ωB97M-V/def2-TZVPD.

```
14
Properties=species:S:1:pos:R:3:forces:R:3
H 2.7682 -0.5783 -0.7588 1.8 -0.2 -0.8
N 1.8868 -0.9581 -0.5089 -0.8 2.6 1.3
C 1.3251 0.0904 0.0022 -2.0 -2.2 -0.4
O 1.9039 1.3399 0.0344 -1.6 0.2 0.8
C -0.2027 -0.2388 0.4777 2.0 -0.1 -2.8
C -0.7900 -1.4555 -0.3830 0.1 1.4 3.1
C -1.0403 0.8994 0.4394 1.7 -2.0 0.0
C -1.7847 1.7946 0.3925 -2.6 3.2 -0.8
H 1.2827 2.0651 0.3744 0.9 -1.8 -0.6
H -0.2074 -0.5775 1.4415 0.6 -0.9 2.8
H 0.0076 -2.1803 -0.4260 -0.3 -0.5 0.1
H -0.9403 -1.0185 -1.3100 -0.7 0.3 -2.0
H -1.7422 -1.7197 0.1638 1.1 -0.2 -1.0
H -2.4667 2.5373 0.0607 -0.1 0.2 0.4
```
Forces are in eV/Å.

The calculation puts the HOMO energy at -0.37623 Ha. As for the multiplicity: 1. The energy above the lowest of the compared OMol25 structures with the same formula, charge and spin comes out at 71.1 kcal per mole. Its calculated total energy is -324.61115 hartree. The strongest force on any atom is 4.18 eV/Å. Its SMILES is [H]/N=C(\O)[C@H](C)C#C. The calculation puts the frontier orbital gap at 10.93 eV.



# 5
A single C5H7NO molecule, computed with ωB97M-V/def2-TZVPD.

```
14
Properties=species:S:1:pos:R:3:forces:R:3
C 1.2610 -0.4652 0.2096 0.1 -0.2 -0.3
C 0.8549 -0.5844 -1.0487 0.4 -0.2 0.2
O -0.4991 -0.7563 -1.2880 0.1 0.0 0.0
C -1.0575 0.5486 -1.1433 0.0 0.3 -0.2
N -1.1966 1.1209 0.1666 0.3 -0.1 0.3
C -0.6122 0.6509 1.1900 -0.2 0.2 -0.1
C 0.2049 -0.6203 1.2719 0.0 0.1 0.0
H 2.2616 -0.1399 0.4727 0.0 -0.3 -0.1
H 1.4714 -0.4870 -1.9394 0.0 0.0 0.1
H -0.3373 1.2212 -1.6372 -0.5 0.2 -0.2
H -2.0123 0.5642 -1.6742 0.1 -0.1 0.2
H -0.5966 1.2936 2.0722 -0.4 -0.1 0.1
H -0.4169 -1.4943 1.0424 0.1 0.2 0.1
H 0.6257 -0.7554 2.2712 0.0 0.1 -0.2
```
Forces are in eV/Å.

The calculation puts the HOMO energy at -0.33469 Ha. As for the multiplicity: 1. The energy above the lowest of the compared OMol25 structures with the same formula, charge and spin comes out at 48.3 kcal per mole. Its calculated total energy is -324.64756 hartree. The strongest force on any atom is 0.55 eV/Å. Its SMILES is C1=COCN=CC1. The calculation puts the frontier orbital gap at 10.12 eV.



# 6
A molecular structure, C5H7NO, computed with ωB97M-V/def2-TZVPD.

```
14
Properties=species:S:1:pos:R:3:forces:R:3
C 0.8160 1.0729 -1.2714 0.9 -0.1 -2.2
C 1.2159 0.9587 -0.0196 0.7 1.4 0.9
C -0.1005 -2.0733 0.9800 1.1 -1.7 1.6
C -0.5161 0.4309 -1.0912 -1.9 0.5 -0.2
C -0.0516 0.1785 0.3161 -1.7 1.4 1.2
N 0.4392 -1.1319 0.3738 -0.9 -0.2 0.5
O -1.2907 0.7345 1.2496 2.9 -2.2 -0.6
H 1.2990 1.3426 -2.2184 0.0 0.1 0.6
H 2.2003 1.1464 0.4766 -1.3 -0.1 -0.3
H 0.4869 -3.0065 1.0102 -0.5 0.1 -0.4
H -0.9112 -2.0534 1.6887 -0.7 0.5 0.0
H -1.3044 1.2040 -1.0389 0.2 -0.5 -0.4
H -0.9616 -0.4848 -1.5450 0.9 0.8 -0.4
H -1.3212 1.6813 1.0894 0.3 0.1 -0.2
```
Forces are in eV/Å.

The calculation puts the HOMO energy at -0.35184 Ha. As for the multiplicity: 1. The energy above the lowest of the compared OMol25 structures with the same formula, charge and spin comes out at 96.1 kcal per mole. Its calculated total energy is -324.57127 hartree. The strongest force on any atom is 3.65 eV/Å. The calculation puts the frontier orbital gap at 10.55 eV.



# 7
A single C5H7NO molecule, computed with ωB97M-V/def2-TZVPD.

```
14
Properties=species:S:1:pos:R:3:forces:R:3
C -1.9069 0.5660 -0.2668 0.0 0.1 0.0
C -0.4592 0.2566 -0.0843 0.1 0.1 0.0
C 0.5337 1.0854 0.2496 -0.2 0.0 0.0
N 1.7622 0.4032 0.3779 0.1 -0.1 0.1
C 1.5617 -0.9614 0.2675 0.1 -0.1 0.0
O 2.3569 -1.8231 0.5705 -0.3 0.3 -0.2
C 0.1442 -1.1091 -0.2881 0.0 -0.1 0.0
H -2.2377 0.4540 -1.3059 0.1 0.0 0.1
H -2.1269 1.5874 0.0549 0.0 -0.1 -0.1
H -2.5170 -0.1143 0.3391 0.1 0.1 -0.1
H 0.5045 2.1590 0.3871 0.0 -0.1 0.1
H 2.5456 0.7544 0.9057 0.0 0.0 -0.1
H -0.3786 -1.9584 0.1603 0.1 0.2 0.0
H 0.2175 -1.2997 -1.3674 0.1 -0.1 0.1
```
Forces are in eV/Å.

The calculation puts the HOMO energy at -0.31059 Ha. As for the multiplicity: 1. The energy above the lowest of the compared OMol25 structures with the same formula, charge and spin comes out at 1.4 kcal per mole. Its calculated total energy is -324.72223 hartree. The strongest force on any atom is 0.41 eV/Å. Its SMILES is CC1=CNC(=O)C1. The calculation puts the frontier orbital gap at 9.30 eV.



# 8
2 unconnected molecules or ions with the total composition C5H7NO, computed with ωB97M-V/def2-TZVPD.

```
14
Properties=species:S:1:pos:R:3:forces:R:3
H 0.3404 1.2466 0.5853 0.0 -0.1 0.0
N -0.4198 0.5656 0.6642 0.3 -0.3 -0.2
C -0.1183 -0.5340 0.1185 -0.1 0.2 0.1
C 1.1719 -0.8730 -0.5984 0.0 0.0 0.0
C 2.1610 0.2015 -0.5231 0.4 0.4 0.0
C 2.9223 1.1288 -0.4231 -0.3 -0.4 -0.1
H -0.8712 -1.3294 0.1433 0.1 0.1 -0.1
H 1.5766 -1.8028 -0.1794 0.0 0.1 0.0
H 0.9252 -1.0934 -1.6453 0.1 0.0 0.1
H 3.6167 1.9366 -0.3449 -0.1 -0.1 0.0
C -2.7968 0.1128 1.2991 -0.1 -0.2 -0.1
O -3.0385 -0.9155 0.7085 0.0 0.4 0.3
H -3.0182 1.1073 0.8717 0.0 -0.2 0.0
H -2.3711 0.1237 2.3182 -0.1 -0.1 -0.1
```
Forces are in eV/Å.

The calculation puts the HOMO energy at -0.35147 Ha. As for the multiplicity: 1. The energy above the lowest of the compared OMol25 structures with the same formula, charge and spin comes out at 77.1 kcal per mole. Its calculated total energy is -324.60162 hartree. The strongest force on any atom is 0.54 eV/Å. Its SMILES is [H]/N=C\CC#C.C=O. The calculation puts the frontier orbital gap at 10.46 eV.



# 9
A single C5H7NO molecule, computed with ωB97M-V/def2-TZVPD.

```
14
Properties=species:S:1:pos:R:3:forces:R:3
C -1.6390 0.3514 0.6951 -0.1 -0.1 0.0
C -0.5481 -0.4097 -0.0084 0.0 0.0 0.0
C -0.4185 -1.6242 -0.6079 -0.2 0.1 0.1
O 0.8471 -1.7893 -1.0939 -0.1 0.0 0.0
C 1.5437 -0.6675 -0.8028 0.0 0.2 0.1
C 0.7461 0.2105 -0.1418 0.0 -0.2 -0.1
N 0.9729 1.5030 0.3700 0.1 0.1 0.0
H -1.9123 -0.0773 1.6643 0.0 -0.1 -0.2
H -2.5482 0.4766 0.1009 0.1 -0.2 0.0
H -1.2357 1.3504 0.9017 -0.2 -0.3 -0.1
H -1.0645 -2.4733 -0.7935 0.0 0.3 0.1
H 2.5746 -0.6475 -1.1276 -0.2 0.0 0.1
H 1.0897 2.2279 -0.3140 0.3 0.1 0.0
H 1.5922 1.5691 1.1580 0.2 0.1 -0.1
```
Forces are in eV/Å.

The calculation puts the HOMO energy at -0.31387 Ha. As for the multiplicity: 1. The energy above the lowest of the compared OMol25 structures with the same formula, charge and spin comes out at 24.7 kcal per mole. Its calculated total energy is -324.68511 hartree. The strongest force on any atom is 0.33 eV/Å. Its SMILES is Cc1cocc1N. The calculation puts the frontier orbital gap at 9.54 eV.



# 10
A single C5H7NO molecule, computed with ωB97M-V/def2-TZVPD.

```
14
Properties=species:S:1:pos:R:3:forces:R:3
H -0.9788 -0.4517 -2.8599 0.4 0.5 0.2
N -1.3969 -0.0577 -2.0209 0.5 0.2 0.6
C -0.7241 0.3794 -1.0654 0.3 0.6 -0.2
C 0.6497 0.9953 -0.2472 -0.4 0.3 -0.4
C 0.2410 0.3178 1.0257 -0.1 -0.1 -0.1
C 0.4062 -1.1998 0.9736 0.0 -0.1 0.3
O 0.5508 -1.5527 -0.3771 0.5 -0.4 0.1
C -0.8207 0.9698 0.2066 -0.7 0.1 0.2
H 1.2358 1.9170 -0.2492 -0.3 -0.3 -0.6
H 0.3930 0.8172 1.9862 0.3 0.0 -0.4
H 1.3044 -1.5079 1.5262 -0.1 0.2 0.2
H -0.4635 -1.7134 1.3947 0.1 0.0 -0.1
H 1.0084 -0.7525 -0.7308 -0.1 -0.9 -0.2
H -1.4053 1.8391 0.4374 -0.2 0.1 0.4
```
Forces are in eV/Å.

The calculation puts the HOMO energy at -0.34154 Ha. As for the multiplicity: 1. The energy above the lowest of the compared OMol25 structures with the same formula, charge and spin comes out at 101.2 kcal per mole. Its calculated total energy is -324.56325 hartree. The strongest force on any atom is 0.94 eV/Å. Its SMILES is [H]/N=C1\[C@@H]2[C@H](CO)[C@H]12. The calculation puts the frontier orbital gap at 10.22 eV.